No. 1
ORCA calculation (the ωB97M-V functional and the def2-TZVPD basis) on a structure of composition C19H20MoNOS4Sb.

Net charge   +2
HOMO   -14.94 eV
2S+1   1
E_LUMO   -8.984 eV
Largest force on an atom   0.684 eV/A

Positions of all 47 atoms, in Å:
Mo1 -0.2254 -0.3191 -0.1888
C1 3.9668 -0.9692 -0.9989
C2 4.4820 0.2481 -0.5720
C3 3.6364 1.2890 -0.2223
C4 2.2563 1.1255 -0.2945
C5 1.7342 -0.1288 -0.6817
C6 2.5959 -1.1692 -1.0410
C7 1.3053 2.2156 -0.0317
C8 1.6917 3.5553 0.1184
C9 0.7216 4.5107 0.2347
C10 -0.6395 4.1572 0.1545
C11 -1.6635 5.1323 0.1955
C12 -2.9718 4.7666 0.0658
C13 -3.3010 3.4091 -0.1172
C14 -2.3322 2.4391 -0.1480
C15 -0.9763 2.7915 -0.0040
N1 0.0242 1.8410 -0.0273
H1 4.6350 -1.7687 -1.2878
H2 5.5525 0.3898 -0.5201
H3 4.0634 2.2304 0.0934
H4 2.1980 -2.1259 -1.3498
H5 2.7361 3.8233 0.1146
H6 0.9905 5.5522 0.3537
H7 -1.3860 6.1697 0.3215
H8 -3.7550 5.5097 0.0909
H9 -4.3370 3.1262 -0.2419
H10 -2.6295 1.4079 -0.3067
S1 -3.8439 -2.2709 0.0060
Sb1 -2.2457 -2.9688 -1.2912
S2 -1.2771 -0.2380 -1.9984
S3 -0.1810 -2.4773 0.2460
S4 -1.4390 -4.0516 -2.9707
C16 1.6151 -0.7172 2.7936
C17 0.1223 -0.8430 2.9494
O1 -0.6116 -0.0448 1.9398
C18 -1.6935 0.7342 2.5699
C19 -1.1645 1.9548 3.2826
H11 2.0883 -1.1817 3.6586
H12 1.9198 0.3303 2.7702
H13 1.9983 -1.2214 1.9063
H14 -0.1924 -0.4539 3.9146
H15 -0.2386 -1.8690 2.8566
H16 -2.2031 0.0439 3.2440
H17 -2.3875 0.9871 1.7685
H18 -0.5209 1.6972 4.1223
H19 -2.0094 2.5170 3.6797
H20 -0.6129 2.6060 2.6072



No. 2
ORCA calculation (the ωB97M-V functional and the def2-TZVPD basis) on the molecule C19H20N2O3.

Net charge   0
HOMO   -7.89 eV
2S+1   1
Structure (SMILES)   COc1cccc(N[C@H]2CC(=O)N(CCc3ccccc3)C2=O)c1
E_LUMO   0.725 eV
Largest force on an atom   0.486 eV/A

Positions of all 44 atoms, in Å:
C1 5.2523 -1.7487 3.5747
O1 3.9290 -2.1174 3.2763
C2 3.3322 -1.5599 2.1819
C3 3.9360 -0.6520 1.3196
C4 3.2081 -0.1599 0.2496
C5 1.9065 -0.5515 0.0126
C6 1.2947 -1.4674 0.8695
N1 0.0196 -1.9779 0.6609
C7 -0.9317 -1.3402 -0.2045
C8 -2.1604 -2.1948 -0.5152
C9 -3.3137 -1.2104 -0.5467
O2 -4.4280 -1.3945 -0.9567
N2 -2.8707 -0.0363 0.0214
C10 -3.6853 1.1566 0.1218
C11 -3.7006 1.8981 -1.2260
C12 -2.2886 2.0889 -1.7055
C13 -1.5041 3.1223 -1.2105
C14 -0.1738 3.2301 -1.5714
C15 0.3903 2.3053 -2.4336
C16 -0.3861 1.2788 -2.9424
C17 -1.7171 1.1711 -2.5777
C18 -1.5291 -0.0381 0.3463
O3 -0.9663 0.8255 0.9614
C19 2.0203 -1.9563 1.9509
H1 5.9392 -2.0234 2.7672
H2 5.5173 -2.3019 4.4747
H3 5.3366 -0.6751 3.7730
H4 4.9497 -0.3187 1.4710
H5 3.6714 0.5547 -0.4148
H6 1.3741 -0.1202 -0.8194
H7 -0.3872 -2.3734 1.4982
H8 -0.4172 -1.0767 -1.1360
H9 -2.0940 -2.7430 -1.4534
H10 -2.3452 -2.9210 0.2797
H11 -4.6970 0.8636 0.4094
H12 -3.2352 1.7808 0.8968
H13 -4.1997 2.8579 -1.0887
H14 -4.2676 1.3062 -1.9464
H15 -1.9370 3.8404 -0.5294
H16 0.4279 4.0326 -1.1723
H17 1.4317 2.3840 -2.7083
H18 0.0461 0.5569 -3.6214
H19 -2.3208 0.3648 -2.9732
H20 1.5734 -2.6602 2.6367



No. 3
ORCA calculation (the ωB97M-V functional and the def2-TZVPD basis) on the molecule C19H20N2O5 at a distorted geometry.

Net charge   0
HOMO   -7.65 eV
2S+1   1
Structure (SMILES)   CCCc1cc(-c2[nH]ncc2-c2ccc(C(=O)OCC)o2)c(O)cc1O
E_LUMO   -0.259 eV
Largest force on an atom   16.042 eV/A

Positions of all 46 atoms, in Å:
C1 -2.8086 -3.4804 2.4811
C2 -1.2941 -3.2656 1.8665
C3 -1.4282 -2.5969 0.4310
C4 -0.1171 -2.2627 0.1175
C5 0.4916 -1.1128 0.5227
C6 1.8460 -0.6699 -0.2083
C7 2.5333 0.4202 0.2727
N1 3.7961 0.6224 0.4913
N2 4.3498 2.0148 0.6181
C8 3.1371 2.7014 0.7847
C9 1.9638 1.8844 0.2890
C10 0.5871 2.5616 0.3725
C11 0.3673 3.9227 0.2120
C12 -1.0733 3.9167 0.1273
C13 -1.4517 2.7318 -0.3335
C14 -2.7174 2.0785 -0.2863
O1 -3.7428 2.5760 -0.5220
O2 -2.8350 0.8816 -0.1581
C15 -4.2238 0.0851 -0.2526
C16 -4.2612 -0.3102 -1.7557
O3 -0.3587 1.9214 0.1073
C17 2.4911 -1.6494 -0.9220
O4 3.8113 -1.4577 -1.3803
C18 1.9540 -2.9155 -1.1347
C19 0.5635 -2.9324 -0.6699
O5 -0.0179 -4.2371 -1.1256
H1 -3.5160 -4.1493 1.6898
H2 -3.4435 -2.4675 2.5440
H3 -2.6813 -4.1351 3.2970
H4 -0.8079 -4.1309 1.6632
H5 -0.7994 -2.7665 2.5971
H6 -2.2090 -2.8436 0.0646
H7 -2.0109 -1.4956 0.8200
H8 0.1415 -0.3335 1.1134
H9 4.3803 0.0508 0.4122
H10 3.2114 3.7485 0.8823
H11 1.0447 4.6564 0.5030
H12 -1.5991 4.7427 -0.3184
H13 -4.2052 -0.8851 0.2618
H14 -4.9614 0.7634 -0.0737
H15 -3.4653 -0.8099 -2.1776
H16 -5.2695 -0.8165 -2.0984
H17 -4.2531 0.6589 -2.4309
H18 4.0312 -2.1972 -1.7003
H19 2.4437 -3.5393 -1.6682
H20 -0.7829 -4.5836 -0.7735



No. 4
ORCA calculation (the ωB97M-V functional and the def2-TZVPD basis) on the molecule C19H20N2O5S2 at a distorted geometry.

Net charge   0
HOMO   -8.54 eV
2S+1   1
Structure (SMILES)   COc1cc(CCn2cnc3sc4c(c3c2=O)CCS(=O)(=O)C4)cc(OC)c1
E_LUMO   -0.075 eV
Largest force on an atom   3.297 eV/A

Positions of all 48 atoms, in Å:
C1 0.1962 2.6491 1.3343
O1 1.2872 2.1569 2.1402
C2 1.9354 1.0304 1.7227
C3 2.3245 0.8787 0.3546
C4 2.9833 -0.2876 -0.0500
C5 3.4657 -0.4222 -1.4794
C6 2.3795 -0.2895 -2.5584
N1 1.0506 -0.7646 -2.1575
C7 0.8697 -2.0914 -1.7313
N2 -0.1923 -2.5562 -1.1110
C8 -1.2265 -1.6778 -0.8639
S1 -2.7183 -2.1592 -0.0383
C9 -3.3377 -0.4784 -0.2210
C10 -2.4121 0.3345 -0.8417
C11 -1.1908 -0.3778 -1.2506
C12 -0.0268 0.0840 -1.9861
O2 0.0000 1.2329 -2.4338
C13 -2.6858 1.7917 -1.2335
C14 -4.1475 2.2404 -1.1049
S2 -4.7648 1.7520 0.5117
O3 -6.1517 2.2266 0.6604
O4 -3.8646 2.3213 1.5226
C15 -4.6639 -0.0555 0.3245
C16 3.2020 -1.3209 0.8743
C17 2.8161 -1.1742 2.2424
O5 2.9695 -2.1588 3.1935
C18 2.8568 -3.5039 2.7535
C19 2.1994 0.0086 2.6138
H1 -0.4009 1.7837 0.9546
H2 0.5703 3.1856 0.4486
H3 -0.4438 3.2797 1.9763
H4 2.1005 1.6203 -0.3827
H5 3.8886 -1.4322 -1.5566
H6 4.2697 0.3034 -1.6581
H7 2.3621 0.7654 -2.8628
H8 2.7147 -0.8153 -3.4668
H9 1.6302 -2.8261 -1.9110
H10 -2.3576 2.0000 -2.2159
H11 -2.0541 2.3927 -0.5366
H12 -4.7621 1.7282 -1.8412
H13 -4.2820 3.3122 -1.2344
H14 -4.9499 -0.5373 1.2599
H15 -5.4439 -0.3335 -0.4070
H16 3.6776 -2.2705 0.5675
H17 1.9713 -3.6600 2.1378
H18 3.7787 -3.8476 2.2473
H19 2.6950 -4.1166 3.6482
H20 1.8823 0.0788 3.6457



No. 5
ORCA calculation (the ωB97M-V functional and the def2-TZVPD basis) on the molecule C19H20N4O5S at a distorted geometry.

Net charge   0
HOMO   -8.89 eV
2S+1   1
Structure (SMILES)   CCN(c1ccccc1)S(=O)(=O)c1ccc(C(=O)Nc2nnc(COC)o2)cc1
E_LUMO   0.223 eV
Largest force on an atom   1.638 eV/A

Positions of all 49 atoms, in Å:
C1 -3.0047 -1.4485 2.3942
C2 -3.6434 -0.1523 1.8994
N1 -2.9277 0.4829 0.8092
C3 -3.2790 0.2221 -0.5230
C4 -3.9448 -0.9470 -0.8922
C5 -4.3005 -1.1636 -2.2119
C6 -3.9943 -0.2313 -3.1866
C7 -3.3377 0.9337 -2.8248
C8 -2.9917 1.1683 -1.5074
S1 -1.4059 1.0319 1.2256
O1 -0.9632 2.0352 0.3028
O2 -1.4405 1.3615 2.6168
C9 -0.2893 -0.3552 0.9767
C10 -0.2179 -0.9494 -0.2690
C11 0.7836 -1.8695 -0.5218
C12 1.7114 -2.1677 0.4711
C13 2.9080 -2.9950 0.1278
O3 3.0318 -4.1778 0.3051
N2 3.9231 -2.2556 -0.4529
C14 3.9794 -0.9121 -0.6861
N3 4.9697 -0.3027 -1.2618
N4 4.6411 1.0062 -1.2975
C15 3.4810 1.1374 -0.7503
C16 2.7247 2.3935 -0.4657
O4 3.3070 3.0922 0.6055
C17 4.5038 3.7605 0.2674
O5 2.9939 -0.0644 -0.3300
C18 1.5905 -1.6143 1.7404
C19 0.5842 -0.6974 1.9902
H1 -2.0668 -1.2291 2.8964
H2 -3.6709 -1.9340 3.1033
H3 -2.8053 -2.1355 1.5746
H4 -4.6712 -0.3203 1.5708
H5 -3.6541 0.5703 2.7181
H6 -4.1920 -1.6949 -0.1562
H7 -4.8169 -2.0748 -2.4761
H8 -4.2701 -0.4070 -4.2151
H9 -3.1036 1.6767 -3.5725
H10 -2.4855 2.0765 -1.2293
H11 -0.9171 -0.6671 -1.0401
H12 0.8723 -2.3250 -1.4967
H13 4.7582 -2.7590 -0.7326
H14 1.7034 2.1443 -0.1632
H15 2.7058 3.0156 -1.3717
H16 4.8655 4.2131 1.1879
H17 4.3141 4.5412 -0.4779
H18 5.2523 3.0668 -0.1284
H19 2.3034 -1.8692 2.5097
H20 0.4859 -0.2105 2.9477



No. 6
ORCA calculation (the ωB97M-V functional and the def2-TZVPD basis) on a structure of composition C19H21AgCl2N5S2.

Net charge   -1
HOMO   -4.31 eV
2S+1   1
E_LUMO   2.843 eV
Largest force on an atom   0.289 eV/A

Positions of all 50 atoms, in Å:
Ag1 0.2554 0.6638 0.0399
C1 -2.5664 -3.1507 1.2698
C2 -1.4619 -2.2304 0.8355
N1 -1.6435 -1.0888 0.2938
N2 -2.9273 -0.7104 0.0362
C3 -3.0876 0.5808 -0.1177
N3 -4.3606 0.9405 -0.5260
S1 -1.9638 1.8676 0.1269
C4 -0.0510 -2.6493 1.0525
C5 0.2637 -3.7406 1.8578
C6 1.5937 -4.0918 2.0324
C7 2.5746 -3.3567 1.3946
C8 2.1720 -2.2801 0.6139
N4 0.9026 -1.9362 0.4467
H1 -3.5192 -2.7458 0.9450
H2 -2.5801 -3.2553 2.3585
H3 -2.4262 -4.1481 0.8438
H4 -5.0647 0.2441 -0.3357
H5 -4.6091 1.8892 -0.3031
H6 -0.5162 -4.3054 2.3500
H7 1.8564 -4.9281 2.6690
H8 3.6255 -3.5832 1.5101
H9 2.8970 -1.6521 0.1059
Cl1 0.3531 0.6268 3.2570
C9 1.9503 -0.0619 3.2780
C10 2.2371 -0.9109 4.3350
C11 3.4988 -1.4627 4.4688
C12 4.4663 -1.1508 3.5281
C13 4.1521 -0.3204 2.4649
Cl2 5.4307 -0.0321 1.3134
C14 2.8796 0.2638 2.2648
S2 2.5451 1.2783 0.8945
H10 1.4589 -1.1213 5.0567
H11 3.7267 -2.1204 5.2979
H12 5.4670 -1.5562 3.5984
C15 2.7563 4.8201 -0.4096
C16 1.2804 4.5854 -0.7554
C17 0.7418 5.7332 -1.6163
C18 0.4505 4.4492 0.5278
C19 1.1797 3.3389 -1.5408
N5 1.1095 2.3815 -2.1715
H13 2.8409 5.7459 0.1641
H14 3.3601 4.9139 -1.3144
H15 3.1442 3.9954 0.1885
H16 0.8182 6.6654 -1.0528
H17 -0.3048 5.5663 -1.8726
H18 1.3149 5.8365 -2.5392
H19 0.5489 5.3723 1.1048
H20 0.8058 3.6129 1.1304
H21 -0.6025 4.2882 0.2971



No. 7
ORCA calculation (the ωB97M-V functional and the def2-TZVPD basis) on a structure of composition C19H21AuN8O.

Net charge   +2
<S²>   2.05
HOMO (alpha / beta)   -12.92 / -14.99 eV
2S+1   3
E_LUMO (alpha / beta)   -5.619 / -9.183 eV
Largest force on an atom   0.688 eV/A

Positions of all 50 atoms, in Å:
Au1 -0.0675 -0.1553 0.2333
C1 -2.1614 1.4887 1.2441
C2 -2.3849 0.6379 2.3303
C3 -3.3157 -0.4325 2.2426
C4 -3.4101 -1.3642 3.2436
C5 -2.5773 -1.2665 4.3672
C6 -1.7201 -0.1685 4.5241
C7 -1.6335 0.7708 3.5298
C8 -2.5425 -2.3345 5.3101
N1 -2.4385 -3.2346 6.0152
H1 -1.5217 2.3521 1.3478
H2 -2.7693 1.4218 0.3557
H3 -3.9369 -0.5136 1.3620
H4 -4.1082 -2.1870 3.1731
H5 -1.1274 -0.0849 5.4240
H6 -0.9783 1.6235 3.6398
N2 -2.3243 -3.1962 -3.8682
C9 -2.7448 -1.9568 -4.1462
N3 -3.5146 -1.7394 -5.2032
N4 -2.4319 -0.9002 -3.4079
C10 -1.7396 -0.8081 -2.3608
N5 -1.0831 -0.5216 -1.4406
H7 -2.5350 -3.9744 -4.4714
H8 -1.6806 -3.3507 -3.1112
H9 -3.8130 -2.4783 -5.8179
H10 -3.8295 -0.7998 -5.3863
N6 1.2490 0.5037 1.6298
C11 1.9819 1.0649 2.3219
C12 2.8681 1.7276 3.2001
C13 4.1469 2.0689 2.7475
C14 5.0000 2.7242 3.6145
C15 4.5817 3.0283 4.9048
C16 3.3090 2.6841 5.3471
C17 2.4393 2.0296 4.4977
H11 4.4557 1.8272 1.7414
H12 5.9907 2.9994 3.2860
H13 5.2567 3.5416 5.5755
H14 2.9992 2.9285 6.3518
H15 1.4467 1.7556 4.8237
C18 -2.1738 -4.2795 1.6485
N7 -1.0591 -3.7986 2.4475
C19 -0.3316 -2.7451 2.0947
N8 0.7048 -2.3847 2.8667
O1 -0.6763 -2.1117 1.0485
H16 -2.5809 -5.1611 2.1338
H17 -1.8357 -4.5498 0.6493
H18 -2.9510 -3.5200 1.5771
H19 -0.8048 -4.3113 3.2777
H20 1.0311 -2.9935 3.5994
H21 1.3473 -1.6965 2.5173



No. 8
ORCA calculation (the ωB97M-V functional and the def2-TZVPD basis) on a structure of composition C19H21BN2O2Sn at a distorted geometry.

Net charge   +2
HOMO   -13.51 eV
2S+1   1
E_LUMO   -7.427 eV
Largest force on an atom   4.079 eV/A

Positions of all 46 atoms, in Å:
C1 -1.6927 1.2915 2.4851
C2 -1.3566 -0.7814 2.5610
H1 -0.6969 1.3487 2.9474
H2 -2.5635 1.0116 3.1138
H3 -1.9566 2.1949 1.8745
H4 -1.1238 -1.8159 2.2569
H5 -0.6699 -0.4290 3.3358
H6 -2.4223 -0.7320 2.7925
C3 -0.4844 2.7694 -1.5686
C4 -0.1748 3.5860 -2.6495
C5 0.0513 2.9843 -3.8826
C6 -0.0370 1.5919 -3.9978
H7 -0.6962 3.2021 -0.5917
H8 -0.1351 4.6631 -2.5175
H9 0.2782 3.6076 -4.7424
H10 0.0833 1.0892 -4.9457
N1 -0.5312 1.4274 -1.6939
C7 -0.3180 0.7890 -2.8874
C8 -0.4600 -0.6860 -2.9106
N2 -0.7580 -1.2955 -1.7205
C9 -0.9346 -2.6247 -1.6147
C10 -0.5188 -2.8919 -3.9487
C11 -0.8098 -3.4675 -2.7127
H11 -1.1748 -3.0287 -0.6337
H12 -0.9547 -4.5361 -2.5934
C12 -0.3604 -1.5078 -4.0422
H13 -0.1882 -1.0196 -4.9949
H14 -0.4276 -3.5372 -4.8236
Sn1 -1.2777 0.0989 -0.1218
C13 -3.4630 0.1357 -0.4706
H15 -3.7817 -0.8987 -0.6577
H16 -3.6322 0.7499 -1.3665
H17 -4.0189 0.5535 0.3791
O1 1.5156 -1.3805 1.3907
B1 0.7304 -0.2434 1.0105
O2 1.4896 0.9029 1.5384
C14 2.4823 0.4313 2.3153
C15 3.1478 1.1197 3.3090
C16 3.7612 0.3667 4.3083
C17 3.7459 -1.0246 4.2731
C18 3.1393 -1.7156 3.2212
C19 2.4918 -0.9781 2.2593
H18 3.1192 2.2045 3.3206
H19 4.2633 0.8853 5.1278
H20 4.2177 -1.6008 5.0808
H21 3.1027 -2.8103 3.1876